The following is a quantum chemistry calculation of a cluster of 11 separate species, C23H69N8O16 in total at a distorted geometry, from the OMol25 dataset.

The LUMO energy is 1.9906 eV. The value obtained for the molar mass is 713.845 g/mol. The net charge is -1. The calculation puts the electronic energy at -69653.291 eV.

```
116
Properties=species:S:1:pos:R:3:forces:R:3
C -0.888 -0.159 0.056 0.03 -1.22 -0.59
C -0.830 -0.002 1.566 0.37 0.84 0.06
O 0.358 -0.375 2.186 0.52 -0.42 -0.03
H -1.790 0.308 -0.345 0.14 0.28 -0.09
H -0.948 -1.209 -0.268 -0.08 -0.10 0.34
H 0.016 0.152 -0.475 0.03 0.50 0.36
H -1.707 -0.521 1.987 -0.03 0.03 0.08
H -0.978 1.078 1.741 -0.38 -0.03 0.07
C -1.906 0.534 -7.351 0.24 -0.35 -0.11
C -0.865 0.826 -6.296 0.19 1.21 1.02
C -0.730 -0.245 -5.216 -1.01 0.21 0.22
O -1.975 -0.556 -4.586 -0.22 -0.14 -0.37
C -1.690 -1.419 -3.511 0.35 -0.10 0.58
N 0.431 1.105 -6.910 0.13 -0.95 -0.95
H -1.606 -0.394 -7.851 -0.33 -0.05 -0.08
H -1.943 1.316 -8.107 0.11 0.10 0.08
H -2.893 0.431 -6.905 0.03 -0.21 0.00
H -1.119 1.758 -5.778 -0.28 -0.11 0.01
H -0.102 0.157 -4.415 0.55 -0.20 -0.25
H -0.348 -1.184 -5.637 0.39 0.09 -0.05
H -1.123 -0.848 -2.764 0.19 -0.30 0.06
H -1.111 -2.290 -3.848 0.19 0.12 0.01
H -2.548 -1.843 -2.987 -0.49 0.46 -0.47
H 0.808 0.211 -7.221 0.20 0.27 -0.16
H 1.146 1.542 -6.348 -0.34 0.03 0.48
C 5.116 -0.284 -2.202 0.28 -1.18 -0.23
C 3.772 0.134 -2.804 0.93 1.44 -0.44
C 2.665 -0.867 -2.557 0.55 -1.19 1.12
O 2.944 -2.157 -3.106 -0.08 0.24 -0.60
C 2.473 -2.284 -4.426 -0.57 -0.70 -0.06
N 3.382 1.470 -2.317 -0.83 -0.35 0.19
H 5.914 0.441 -2.367 -0.26 0.32 0.04
H 5.491 -1.206 -2.664 -0.21 0.00 -0.07
H 5.063 -0.524 -1.138 -0.22 0.32 0.07
H 3.944 0.330 -3.870 -0.16 -0.59 -0.14
H 1.647 -0.566 -2.811 0.10 0.34 -0.27
H 2.686 -1.088 -1.483 -0.30 0.31 0.09
H 3.022 -1.679 -5.151 -0.06 0.20 -0.01
H 1.392 -2.109 -4.476 0.06 0.63 0.00
H 2.508 -3.328 -4.750 0.64 -0.06 0.25
H 3.219 1.446 -1.307 0.05 0.07 -0.10
H 4.106 2.145 -2.518 0.09 -0.02 0.05
C 3.154 2.195 1.434 -0.59 -0.44 0.44
C 2.121 2.948 2.252 0.92 0.28 1.25
O 1.733 2.152 3.375 -1.02 -0.10 -1.09
O 2.517 1.304 0.503 -0.02 0.27 -0.22
H 3.712 1.537 2.103 0.28 0.49 0.22
H 3.818 2.923 0.967 -0.06 -0.34 -0.68
H 1.280 3.303 1.652 -0.09 -0.20 -0.08
H 2.578 3.819 2.730 0.12 0.12 -0.34
H 1.120 1.512 2.964 0.01 -0.43 0.63
H 1.984 0.671 1.026 -0.01 0.22 -0.15
C 1.121 0.049 6.021 -0.40 0.76 -0.56
C -0.122 0.918 5.783 -0.19 -0.63 0.26
O -1.102 0.387 4.863 1.22 -0.10 -0.24
O 0.815 -1.259 6.424 -0.13 0.16 -0.05
H 1.657 0.606 6.794 0.19 -0.38 0.19
H 1.761 0.064 5.131 0.06 -0.13 -0.07
H 0.205 1.897 5.425 -0.01 0.15 0.36
H -0.625 0.956 6.749 -0.19 0.44 -0.12
H -0.574 0.124 4.080 -0.37 -0.09 0.06
H 0.364 -1.639 5.638 0.19 -0.27 0.44
C 3.663 -1.399 1.828 -0.14 -1.92 1.28
C 2.905 -2.742 1.796 -0.06 0.45 -1.31
O 1.744 -2.687 0.970 -0.27 0.36 0.12
O 3.193 -0.622 2.910 0.00 0.65 -0.37
H 3.665 -0.935 0.841 -0.07 0.29 0.05
H 4.668 -1.703 2.127 0.31 0.43 -0.25
H 2.666 -3.023 2.821 0.00 -0.10 0.09
H 3.505 -3.503 1.294 0.28 -0.08 0.33
H 1.274 -1.858 1.190 -0.29 -0.10 0.26
H 2.248 -0.419 2.792 -0.06 -0.13 -0.04
C -0.672 -4.585 4.563 0.35 0.33 0.76
C -0.884 -3.330 3.733 0.96 -0.36 0.20
O 0.150 -2.419 4.100 -0.39 -0.21 -0.72
O -0.906 -4.333 5.953 -0.64 -0.27 -0.11
H 0.372 -4.901 4.514 0.05 0.10 -0.68
H -1.274 -5.428 4.220 -0.31 0.11 0.07
H -1.852 -2.848 3.870 -0.26 -0.27 0.18
H -0.758 -3.623 2.686 -0.09 0.09 -0.17
H 0.181 -1.758 3.371 0.33 0.41 -0.03
H -0.064 -4.285 6.406 0.07 0.22 -0.03
C -3.120 -3.337 0.182 -1.59 0.61 0.69
C -4.114 -2.155 0.130 0.32 0.24 -0.97
O -5.374 -2.516 -0.422 -0.06 -0.25 0.45
O -3.125 -4.062 -1.049 0.99 0.64 0.31
H -3.465 -4.021 0.965 0.18 -0.06 0.07
H -2.164 -2.908 0.489 0.24 -0.34 -0.21
H -3.730 -1.396 -0.560 0.10 -0.11 -0.03
H -4.239 -1.619 1.077 0.20 -0.41 0.25
H -5.738 -3.203 0.151 -0.10 0.05 -0.16
H -2.218 -3.960 -1.363 -0.20 -0.30 -0.35
C -3.662 2.658 -0.120 0.00 0.68 1.05
O -3.078 3.398 0.686 0.01 -0.58 -0.48
N -3.169 2.320 -1.327 0.79 0.18 -0.03
N -4.858 2.093 0.235 -0.07 0.00 -0.08
H -2.275 2.760 -1.577 -0.55 0.14 -0.28
H -3.778 2.066 -2.081 -0.04 -0.16 -0.04
H -5.243 2.468 1.085 -0.18 -0.06 -0.10
H -5.475 1.754 -0.480 -0.13 -0.12 0.12
C -0.085 3.054 -3.042 0.12 0.52 1.30
O -1.117 3.651 -2.699 0.47 -0.38 -0.78
N 0.386 1.979 -2.371 -0.27 -0.32 -0.61
N 0.742 3.525 -4.019 -0.32 0.33 -0.46
H 1.333 1.644 -2.515 0.10 0.17 0.19
H -0.200 1.564 -1.670 0.04 0.10 0.13
H 0.509 4.410 -4.429 -0.07 -0.05 -0.04
H 1.546 3.033 -4.357 0.12 -0.13 0.24
C -2.535 3.842 4.363 0.84 0.20 1.59
O -2.409 3.950 5.589 -0.34 -0.15 -0.81
N -1.871 2.944 3.602 0.28 -0.25 -0.16
N -3.291 4.673 3.608 -0.61 0.30 -1.02
H -1.936 3.054 2.602 0.11 -0.41 0.01
H -1.330 2.199 4.031 -0.46 0.20 -0.13
H -3.417 4.409 2.642 -0.15 0.26 -0.09
H -3.841 5.418 3.981 0.05 -0.06 0.39
```
Forces are in eV/Å.


The following is a quantum chemistry calculation of an isolated molecule of C3H7NS at a distorted geometry, from the OMol25 dataset.

The LUMO energy is 0.0050 eV. The value obtained for the molar mass is 89.163 g/mol. The net charge is 0. As for the SMILES: CNC(C)=S. The calculation puts the electronic energy at -15546.800 eV.

```
12
Properties=species:S:1:pos:R:3:forces:R:3
C 0.939 -0.866 0.862 -1.15 -2.47 -0.20
C -0.209 0.929 -0.366 1.64 1.44 5.63
C -1.090 -0.084 -1.009 -1.23 4.63 -4.43
H 1.898 -1.138 1.383 -0.42 1.42 -0.76
H 1.049 -1.179 -0.332 -0.40 0.02 3.58
H 0.240 -1.529 1.607 1.06 1.06 -2.60
H 1.073 1.143 1.171 1.44 2.00 0.88
H -2.003 -0.257 -0.483 -0.39 0.04 0.85
H -1.439 0.855 -1.888 0.42 -3.55 1.74
H -0.795 -1.018 -1.491 0.65 0.53 0.16
N 0.408 0.521 0.867 -0.64 -3.93 -2.74
S -0.071 2.622 -0.324 -0.97 -1.20 -2.12
```
Forces are in eV/Å.


The following is a quantum chemistry calculation of a structure of composition C34H32N4O4ReS4Sb at a distorted geometry, from the OMol25 dataset.

The LUMO energy (spin up / spin down) is -5.1070 / -4.0686 eV. The value obtained for the molar mass is 996.889 g/mol. The net charge is +1. The multiplicity is 2. The calculation puts the electronic energy at -101930.447 eV. The expectation value of S² is 1.0503.

```
80
Properties=species:S:1:pos:R:3:forces:R:3
Re 1.848 0.545 -1.161 -2.00 1.42 -0.64
S 0.301 1.614 0.193 0.41 -0.13 -0.29
C 0.392 3.262 -0.347 0.06 0.15 0.14
C -0.091 4.286 0.479 -0.05 -0.11 0.01
C 0.010 5.602 0.082 -0.09 0.28 0.17
C -0.430 6.644 0.983 -0.01 -0.05 -0.04
N -0.774 7.445 1.733 0.08 -0.19 -0.21
C 0.564 5.917 -1.178 -0.05 0.47 0.00
C 1.020 4.913 -2.001 0.06 -0.16 -0.17
C 0.956 3.577 -1.585 -0.20 0.25 0.00
S 1.556 2.318 -2.622 0.57 -0.69 0.53
C 0.656 7.293 -1.616 -0.03 -0.08 0.07
N 0.724 8.384 -1.972 0.01 -0.26 0.06
H -0.532 4.043 1.439 0.06 0.01 -0.04
H 1.444 5.160 -2.967 -0.02 -0.01 0.06
C 3.760 0.140 2.417 -0.13 0.22 0.26
S 3.665 -0.153 0.708 0.36 -0.15 0.06
O 4.861 -0.776 0.254 0.15 0.09 0.09
O 2.400 -0.894 0.420 0.54 0.20 -0.19
O 3.398 1.218 0.049 0.11 -0.74 -0.18
H 3.938 -0.819 2.904 0.00 0.08 -0.05
H 2.816 0.580 2.739 0.06 -0.02 0.03
H 4.589 0.828 2.588 -0.04 -0.11 0.01
C -2.272 -4.738 4.451 0.00 0.02 -0.02
C -0.929 -4.491 4.210 0.03 0.06 -0.04
C -0.554 -3.609 3.201 -0.13 -0.02 -0.09
C -1.517 -2.963 2.425 -0.14 -0.15 -0.07
C -2.870 -3.228 2.668 0.26 -0.14 0.10
C -3.242 -4.110 3.677 0.05 0.08 -0.09
Sb -0.835 -1.402 1.107 -0.47 -0.11 0.70
C -2.588 -1.260 -0.124 -0.10 0.01 0.02
C -3.227 -2.405 -0.609 -0.07 0.17 -0.03
C -4.362 -2.302 -1.411 0.10 0.00 -0.02
C -4.868 -1.051 -1.744 0.01 0.03 -0.01
C -4.234 0.097 -1.278 0.06 -0.03 0.01
C -3.099 -0.007 -0.478 -0.06 -0.10 -0.03
C -1.480 0.031 2.595 -0.11 0.07 -0.03
C -2.828 0.171 2.930 0.12 0.12 0.08
C -3.212 0.967 4.005 0.01 -0.04 -0.11
C -2.256 1.644 4.752 0.00 -0.03 0.00
C -0.914 1.531 4.416 0.02 -0.06 -0.04
C -0.533 0.726 3.347 -0.11 -0.03 0.00
H -2.566 -5.420 5.241 0.01 0.04 -0.05
H -0.169 -4.979 4.809 -0.05 0.02 -0.04
H 0.503 -3.426 3.022 -0.05 0.00 0.02
H -3.644 -2.750 2.078 0.03 0.03 0.02
H -4.293 -4.297 3.866 0.06 -0.01 -0.02
H -2.857 -3.388 -0.337 -0.01 -0.02 0.02
H -4.858 -3.199 -1.766 0.03 0.04 0.03
H -5.759 -0.969 -2.356 0.06 -0.01 0.05
H -4.627 1.075 -1.535 0.01 -0.05 0.03
H -2.614 0.896 -0.119 -0.07 -0.04 0.03
H -3.591 -0.340 2.355 0.02 -0.02 0.04
H -4.263 1.052 4.262 0.08 0.01 -0.03
H -2.555 2.248 5.601 0.01 0.00 -0.08
H -0.163 2.063 4.990 -0.04 -0.05 -0.03
H 0.519 0.645 3.096 0.01 -0.02 0.02
C -1.524 -0.237 -3.731 -0.21 0.23 -0.03
S 0.020 -1.035 -3.393 0.03 0.14 -0.14
C -0.590 -2.678 -3.154 -0.05 -0.27 0.10
O 0.303 -0.600 -1.931 0.68 -0.02 0.06
H -1.994 -0.746 -4.576 0.03 0.06 0.06
H -1.315 0.802 -3.989 -0.02 -0.04 0.02
H -2.140 -0.298 -2.827 0.06 -0.05 -0.17
H -0.938 -3.063 -4.115 0.04 0.04 0.07
H -1.401 -2.634 -2.422 0.07 -0.05 -0.09
H 0.236 -3.285 -2.785 -0.06 -0.02 -0.03
N 4.825 1.434 -2.503 0.01 -0.13 0.00
C 4.556 0.141 -2.788 -0.39 0.07 -0.08
C 5.460 -0.599 -3.578 0.13 0.00 -0.08
C 5.188 -1.895 -3.896 0.04 -0.06 -0.03
C 4.011 -2.495 -3.414 0.19 -0.18 -0.19
C 3.176 -1.735 -2.667 -0.03 0.42 0.27
N 3.396 -0.415 -2.369 0.12 -0.48 0.00
H 5.740 1.777 -2.739 0.02 0.02 0.00
H 4.367 1.886 -1.731 -0.03 -0.01 0.01
H 6.369 -0.117 -3.914 -0.04 -0.03 0.01
H 5.885 -2.462 -4.502 -0.04 0.03 0.05
H 3.782 -3.533 -3.613 0.00 0.09 0.01
H 2.274 -2.155 -2.245 0.03 0.01 0.12
```
Forces are in eV/Å.


The following is a quantum chemistry calculation of the ion C4H4NO with charge +1 at a distorted geometry, from the OMol25 dataset.

The LUMO energy (spin up / spin down) is -6.3547 / -6.3539 eV. The value obtained for the molar mass is 82.082 g/mol. The net charge is +1. As for the SMILES: C1#COC[NH+]=C1. The calculation puts the electronic energy at -7737.326 eV.

```
10
Properties=species:S:1:pos:R:3:forces:R:3
C 1.382 -1.100 -0.205 1.76 2.52 0.32
C 1.685 0.102 0.079 -0.59 -3.50 -1.06
C -0.275 1.106 -0.123 -0.14 -2.21 -3.92
C 0.065 -1.350 0.145 1.20 3.29 -0.27
N -0.700 -0.252 0.159 -0.65 -2.36 0.61
O 1.156 1.229 0.198 0.24 1.13 -0.06
H -0.655 1.239 -1.216 1.65 0.59 1.49
H -0.661 1.799 0.498 -1.75 2.09 2.04
H -0.318 -2.266 0.369 -1.45 -2.35 0.61
H -1.680 -0.506 0.094 -0.27 0.81 0.25
```
Forces are in eV/Å.